1.
Formula: C5H31NO9S
Source: the OMol25 dataset
Level of theory: ωB97M-V/def2-TZVPD

The geometry in XYZ format:
```
47
Properties=species:S:1:pos:R:3:nbo_charge:R:1
C -0.04339 -1.08966 2.63762 -0.604
C -0.00855 0.20663 1.73907 -0.048
C -1.14300 1.16168 2.06554 -0.419
C -1.82360 1.95431 0.95295 -0.503
S -0.61550 2.88028 -0.08105 0.167
C -1.51676 4.35164 -0.56098 -0.755
N 0.05958 -0.18944 0.35294 -0.901
H 0.41429 -0.81100 3.58646 0.184
H -1.07203 -1.40382 2.79582 0.213
H 0.64219 -1.78227 2.16396 0.190
H 0.91757 0.65987 2.10025 0.184
H -0.97264 1.83632 2.90735 0.215
H -1.98221 0.58167 2.48315 0.208
H -2.30622 1.27911 0.25571 0.214
H -2.63205 2.57040 1.33316 0.221
H -0.82993 4.94180 -1.14865 0.226
H -2.31485 4.12821 -1.27014 0.203
H -1.90913 4.94273 0.26338 0.212
H -0.82545 -0.45643 -0.06620 0.388
H 0.70751 -0.93243 0.13725 0.374
H 1.96249 0.10083 -2.42977 0.477
H 1.69068 0.83904 -3.74802 0.477
O 2.07255 0.03124 -3.38510 -0.948
H 2.68808 2.46602 -1.30532 0.473
H 2.64219 1.26873 -0.39888 0.471
O 3.19369 2.03242 -0.61053 -0.944
H 4.42380 0.47769 1.04969 0.480
H 4.24485 0.52622 2.50498 0.485
O 3.89657 0.04839 1.74029 -0.963
H -2.55084 -1.85463 -0.43732 0.468
H -2.92811 -0.55084 -1.00589 0.486
O -2.79177 -0.96947 -0.13036 -0.956
H -0.73514 -1.73657 -4.28796 0.465
H 0.40679 -1.19937 -3.49609 0.502
O -0.51307 -0.98480 -3.72413 -0.973
H 2.29402 -2.78352 -0.25326 0.479
H 2.86461 -1.38562 -0.26488 0.481
O 2.28160 -1.96884 -0.76963 -0.948
H 2.38299 -1.44168 4.35540 0.474
H 2.61867 -1.46262 2.76812 0.484
O 2.92516 -1.74190 3.62874 -0.956
H -1.22014 -4.46548 -0.72896 0.467
H -2.24390 -4.16804 -1.81733 0.467
O -2.10678 -4.69380 -1.02405 -0.933
H -3.94862 0.15514 -3.13881 0.482
H -2.67962 -0.69613 -2.96098 0.491
O -3.61658 -0.67208 -2.77755 -0.957
```

The total charge is 0. The highest occupied orbital energy comes out at -8.1381 eV. The value obtained for the HOMO-LUMO gap is 8.137 eV. Its energy above the lowest of the compared OMol25 structures with the same formula, charge and spin is 0.345 eV. The calculation puts the largest force on an atom at 0.0388 hartree/bohr. The multiplicity is 1. For the total energy, the calculation gives -36440.39331 eV.


2.
Formula: C3H10NS2
Source: the OMol25 dataset
Level of theory: ωB97M-V/def2-TZVPD

The geometry in XYZ format:
```
16
Properties=species:S:1:pos:R:3:nbo_charge:R:1
C -0.29850 1.44984 1.73798 -0.671
C -0.76852 0.94500 0.40697 0.132
C -1.84334 1.29944 -0.26526 -0.348
N 0.02414 -0.21726 -0.10657 -0.712
H -0.72424 2.43845 1.88510 0.264
H -0.62666 0.80080 2.55051 0.247
H 0.78794 1.52193 1.77647 0.232
H -2.08935 0.86933 -1.22909 0.219
H -2.49638 2.08010 0.09524 0.247
H 0.67299 -0.55098 0.61520 0.448
H 0.61925 -0.06513 -0.92977 0.459
H -0.59309 -0.99403 -0.37317 0.453
S 1.07022 -3.17764 -1.59950 -0.112
S 2.61140 -1.73379 -1.55374 -0.165
H 0.39259 -2.52224 -2.55691 0.140
H 3.26155 -2.14383 -0.45347 0.166
```

The total charge is +1. The highest occupied orbital energy comes out at -12.6324 eV. The value obtained for the HOMO-LUMO gap is 9.215 eV. Its energy above the lowest of the compared OMol25 structures with the same formula, charge and spin is 1.229 eV. The calculation puts the largest force on an atom at 0.0090 hartree/bohr. The multiplicity is 1. For the total energy, the calculation gives -26426.32069 eV.


3.
Formula: C12H26O14Zn
Source: the OMol25 dataset
Level of theory: ωB97M-V/def2-TZVPD

The geometry in XYZ format:
```
53
Properties=species:S:1:pos:R:3:nbo_charge:R:1
Zn -0.06881 -0.12054 0.02794 1.758
O -1.66948 -0.95514 0.55130 -1.322
H -2.46472 -0.81504 0.02862 0.435
O 1.40946 0.93961 -0.47364 -1.370
H 2.18730 1.00704 -1.02451 0.463
C -3.61905 -0.62923 -2.77478 -0.253
O -3.23624 0.72521 -2.89404 -0.488
C -1.99835 1.01530 -2.51322 0.998
O -1.19140 0.21388 -2.10412 -0.687
O -1.80772 2.30851 -2.67633 -0.484
C -0.52325 2.79331 -2.26973 -0.263
H -4.58986 -0.73952 -3.24158 0.200
H -3.65494 -0.95630 -1.73572 0.187
H -2.89649 -1.28031 -3.27450 0.187
H -0.39838 2.70503 -1.19292 0.213
H -0.49982 3.85770 -2.50104 0.190
H 0.27638 2.26473 -2.77507 0.204
C 3.50040 -2.22991 -0.35890 -0.269
O 2.98559 -2.49218 -1.66708 -0.489
C 1.66931 -2.34987 -1.77734 1.013
O 0.97006 -1.86497 -0.92784 -0.700
O 1.26794 -2.82525 -2.94593 -0.488
C -0.10885 -2.60174 -3.28159 -0.261
H 4.58206 -2.19003 -0.45757 0.197
H 3.24372 -3.04819 0.31364 0.186
H 3.13933 -1.26894 0.00593 0.218
H -0.33720 -3.33890 -4.05261 0.191
H -0.21779 -1.60527 -3.69241 0.201
H -0.74531 -2.81447 -2.42670 0.210
C 0.10761 -3.30624 2.30897 -0.264
O 1.24709 -2.75469 2.98343 -0.489
C 1.52714 -1.50795 2.62495 1.012
O 0.89638 -0.84989 1.84571 -0.701
O 2.61454 -1.09068 3.25117 -0.489
C 3.00459 0.25032 2.98378 -0.271
H 0.14382 -3.12082 1.23845 0.215
H -0.80214 -2.87764 2.72120 0.205
H 0.13702 -4.37914 2.48088 0.189
H 3.32581 0.67830 3.92938 0.190
H 2.20586 0.82335 2.51627 0.232
H 3.85210 0.25246 2.29489 0.184
C 0.65348 4.25911 1.18473 -0.282
O -0.64367 4.07554 1.78343 -0.496
C -1.10550 2.82816 1.79937 1.001
O -0.53059 1.88125 1.32248 -0.684
O -2.25946 2.81264 2.43325 -0.485
C -2.97492 1.58445 2.33840 -0.263
H 0.53190 5.05515 0.45235 0.187
H 1.02232 3.34768 0.71524 0.244
H 1.34541 4.57670 1.96265 0.186
H -4.00585 1.75280 2.63756 0.191
H -2.55553 0.80950 2.97967 0.200
H -2.94129 1.19509 1.32357 0.208
```

The total charge is 0. The highest occupied orbital energy comes out at -8.6592 eV. The value obtained for the HOMO-LUMO gap is 9.271 eV. Its energy above the lowest of the compared OMol25 structures with the same formula, charge and spin is 0.000 eV. The calculation puts the largest force on an atom at 0.0185 hartree/bohr. The multiplicity is 1. For the total energy, the calculation gives -89949.45598 eV.


4.
Formula: C7H11FN3
Source: the OMol25 dataset
Level of theory: ωB97M-V/def2-TZVPD

The geometry in XYZ format:
```
22
Properties=species:S:1:pos:R:3:nbo_charge:R:1
C 0.59383 -0.60927 -2.33017 0.212
C 0.54473 -1.85169 -0.41908 0.013
C 0.69866 -1.91566 0.90861 -0.321
C -0.22488 -0.77134 -1.12624 -0.245
C -0.01060 -0.94488 1.71483 0.318
C 0.64523 -0.15808 2.72672 -0.736
C -1.13683 2.14598 -1.56434 -0.484
N 1.29915 -0.52424 -3.22369 -0.194
N -0.78694 1.49063 -0.35399 -0.309
N -0.20791 0.37355 -0.20519 0.114
F 1.44451 0.52700 -0.08155 -0.442
H 1.20961 -2.53342 -1.08826 0.277
H 1.40722 -2.52199 1.23924 0.264
H -1.35434 -1.10800 -1.33905 0.307
H -1.11456 -0.93605 1.60188 0.229
H 0.13114 -0.03179 3.72303 0.296
H 0.56274 0.90349 2.35378 0.316
H 1.62952 -0.40434 2.86893 0.257
H -2.28185 2.03277 -1.89432 0.225
H -1.06925 3.30387 -1.51086 0.260
H -0.76122 1.65222 -2.43529 0.246
H -1.21798 1.88125 0.43500 0.397
```

The total charge is +1. The highest occupied orbital energy comes out at -14.3223 eV. The value obtained for the HOMO-LUMO gap is 8.328 eV. Its energy above the lowest of the compared OMol25 structures with the same formula, charge and spin is 1.355 eV. The calculation puts the largest force on an atom at 0.0993 hartree/bohr. The multiplicity is 1. For the total energy, the calculation gives -14611.21473 eV.


5.
Formula: C16H17ClN2O3
Source: the OMol25 dataset
Level of theory: ωB97M-V/def2-TZVPD

The geometry in XYZ format:
```
39
Properties=species:S:1:pos:R:3:nbo_charge:R:1
C 2.32170 3.49517 1.77029 -0.383
C 2.66368 2.52496 2.59585 -0.182
C 3.57186 1.38861 2.22520 -0.271
N 2.89279 0.11521 2.36214 -0.597
C 2.55830 -0.64461 1.29522 0.663
O 2.84547 -0.36292 0.15168 -0.605
C 1.83317 -1.90593 1.68230 -0.307
C 0.71367 -2.40023 1.10993 0.028
C -0.12050 -1.78012 0.10976 -0.119
C -0.96602 -2.58668 -0.64565 -0.201
C -1.76817 -2.05173 -1.64128 -0.097
C -1.78220 -0.68288 -1.90721 0.255
C -0.92155 0.13692 -1.12116 0.348
C -0.12924 -0.40188 -0.13114 -0.266
H 0.47359 0.24537 0.48015 0.227
O -0.96669 1.45563 -1.42885 -0.489
C -0.00434 2.30555 -0.84775 -0.259
H 1.00866 1.92240 -1.00111 0.191
H -0.11571 3.26213 -1.35554 0.202
H -0.18104 2.44431 0.22447 0.177
O -2.45912 0.00412 -2.84938 -0.478
C -3.72301 -0.40325 -3.35066 -0.063
C -4.78025 -0.50673 -2.25850 -0.642
H -4.82157 0.42189 -1.69398 0.215
H -5.75091 -0.69073 -2.71022 0.220
H -4.55445 -1.32133 -1.57479 0.213
H -3.98173 0.39878 -4.04752 0.193
H -3.64903 -1.33923 -3.91135 0.186
Cl -2.70720 -3.20473 -2.54451 0.003
H -0.97931 -3.65396 -0.48689 0.227
H 0.38971 -3.38378 1.43330 0.214
C 2.46834 -2.62857 2.71040 0.270
N 2.99490 -3.17187 3.57488 -0.315
H 2.64327 -0.18713 3.29147 0.405
H 4.45776 1.39096 2.87075 0.207
H 3.88503 1.46920 1.18208 0.240
H 2.27798 2.49633 3.60721 0.194
H 1.66657 4.29549 2.06973 0.202
H 2.69561 3.53525 0.76068 0.195
```

The total charge is 0. The highest occupied orbital energy comes out at -8.3546 eV. The value obtained for the HOMO-LUMO gap is 7.904 eV. Its energy above the lowest of the compared OMol25 structures with the same formula, charge and spin is 2.954 eV. The calculation puts the largest force on an atom at 0.0206 hartree/bohr. The multiplicity is 1. For the total energy, the calculation gives -38511.13630 eV.